# 1
Formula: C8H25HgO9S
Source: OMol25
Level of theory: ωB97M-V with the def2-TZVPD basis set

**Total charge**: -1
**Orbital gap**: 0.21813 hartree
**2S+1**: 1
**ΔE to the lowest compared entry with this formula, charge and spin**: 0.0000 eV

XYZ file:
```
44
C8H25HgO9S, DFT ωB97M-V with the def2-TZVPD basis set
Hg 0.20925 -0.86632 -0.33363
S 0.80112 -3.78322 0.03676
O 0.96154 -4.57190 1.25469
O 1.11001 -4.54364 -1.17036
O -0.57486 -3.13920 -0.00894
O 1.71275 -2.53873 0.00883
O 0.87441 -1.13341 -2.42478
H 0.13049 -0.79373 -2.95082
C 2.07148 1.89577 2.09218
C 3.05908 1.15497 1.24533
O 2.39845 0.27785 0.34625
H 2.58087 2.57411 2.77968
H 1.43669 1.22629 2.67256
H 1.41941 2.51080 1.46498
H 3.78231 0.59937 1.85568
H 3.66940 1.88497 0.69193
H 2.99172 0.10268 -0.39102
C -2.95995 -0.72521 -3.05229
C -3.07849 -0.27912 -1.61263
O -2.23592 -1.04508 -0.75923
H -1.90977 -0.68043 -3.35048
H -3.45202 -0.00971 -3.72413
H -3.35772 -1.71338 -3.27306
H -4.10935 -0.29335 -1.23444
H -2.77125 0.76450 -1.51718
H -2.61522 -1.92958 -0.70516
C -0.24836 -1.06120 3.98292
C -0.91818 -1.26982 2.62538
O -0.72372 -0.11858 1.78584
H -0.23662 -1.97654 4.57526
H -0.71955 -0.26961 4.57202
H 0.79954 -0.82487 3.78612
H -1.97589 -1.51382 2.73668
H -0.44140 -2.15539 2.20143
H -1.53873 0.38678 1.82418
C 0.98780 3.35489 -1.89649
C 0.15986 2.09261 -2.10183
O -0.26357 1.53602 -0.87017
H 1.96562 3.06085 -1.51020
H 0.51313 3.98935 -1.13723
H 1.12671 3.96963 -2.78365
H 0.75159 1.34446 -2.63054
H -0.71140 2.27487 -2.74880
H -0.67125 2.23507 -0.35161
```

And the Mulliken charges, in e, turn out to be: 1.90, 1.14, -0.71, -0.72, -0.77, -0.76, -0.94, 0.06, -0.60, -0.38, -0.35, 0.42, -0.05, 0.05, 0.32, 0.33, 0.19, -0.87, -0.24, -0.39, 0.09, 0.38, 0.36, 0.31, 0.11, 0.20, -1.33, 0.14, -0.39, 0.39, 0.31, 0.29, 0.32, 0.07, 0.14, -1.13, -0.22, -0.32, 0.21, 0.31, 0.38, 0.30, 0.26, 0.16

# 2
Formula: C8H25LiN2O8
Source: OMol25
Level of theory: ωB97M-V with the def2-TZVPD basis set

**Orbital gap**: 0.29529 hartree
**2S+1**: 1

XYZ file:
```
44
C8H25LiN2O8, DFT ωB97M-V with the def2-TZVPD basis set
Li -1.69790 -16.58440 -6.20829
C -3.05042 -18.23895 -7.34115
O -2.81389 -16.87528 -7.13622
H -4.08347 -18.26140 -7.68814
H -2.40733 -18.53404 -8.17028
H -2.99066 -18.96107 -6.52687
C -2.68080 -15.94349 -2.90103
C -1.74777 -15.32058 -3.83884
O -2.19428 -15.52544 -5.25852
O -3.93398 -15.38942 -3.01044
H -2.33066 -15.82890 -1.87519
H -2.82159 -17.02317 -2.95177
H -0.82095 -15.85002 -3.61792
H -1.62250 -14.25241 -3.66163
H -2.97480 -14.97592 -5.36055
H -4.06187 -14.44573 -2.88930
C -0.23936 -18.22480 -5.95933
C 0.47462 -16.83162 -5.88227
O -0.20324 -15.76425 -6.45047
O -1.46453 -18.10758 -5.29729
H 0.49245 -18.93155 -5.56809
H -0.63175 -18.62380 -6.89470
H 1.46651 -16.73145 -6.32298
H 0.56765 -16.56626 -4.82916
H 0.28221 -15.00278 -6.12473
H -1.75149 -19.02089 -5.22574
C -0.20236 -16.83150 -9.02769
C -0.52409 -15.42985 -8.64697
O -0.98664 -14.58048 -9.70502
O -1.36610 -17.67763 -9.34636
H 0.40364 -17.19617 -8.19830
H 0.26425 -16.90150 -10.01028
H 0.40824 -15.04209 -8.23646
H -1.25605 -15.36650 -7.84180
H -0.55581 -14.78659 -10.53779
H -1.88643 -17.67601 -8.53960
C -5.46676 -15.78165 -5.37896
O -6.14905 -15.09313 -4.65524
N -4.26108 -16.21897 -5.09503
N -5.71789 -16.18330 -6.61794
H -3.71586 -16.51307 -5.89275
H -3.72829 -16.04612 -4.25459
H -5.12965 -16.91785 -6.98472
H -6.49048 -15.72606 -7.08069
```

And the Mulliken charges, in e, turn out to be: 0.75, -0.76, -1.14, 0.58, 0.50, -0.09, -1.25, -0.03, -0.70, -0.49, 0.47, 0.24, 0.12, 0.42, 0.50, 0.35, -0.40, -0.97, -0.31, -0.57, 0.50, 0.38, 0.48, 0.41, 0.22, 0.29, -0.51, 0.71, -0.56, -0.67, 0.04, 0.51, 0.09, -0.32, 0.34, 0.14, 0.34, -0.74, -0.47, -0.33, 0.78, 0.64, 0.30, 0.21

# 3
Formula: C8H25N5O5
Source: OMol25
Level of theory: ωB97M-V with the def2-TZVPD basis set

**Orbital gap**: 0.33978 hartree
**SMILES**: COCCNCCOC.NC(N)=O.NC(N)=O.O
**2S+1**: 1
**ΔE to the lowest compared entry with this formula, charge and spin**: 2.0564 eV

XYZ file:
```
43
C8H25N5O5, DFT ωB97M-V with the def2-TZVPD basis set
C -0.91006 0.19709 -2.59787
O 0.15839 0.44718 -1.64825
C 1.35616 0.98214 -2.17922
C 2.05234 1.64441 -0.91858
N 1.17863 2.34794 0.10425
C 1.70588 2.46808 1.49772
C 0.99272 3.38554 2.44755
O 1.45929 4.77782 2.39165
C 0.74926 5.53315 3.30690
H -0.62786 -0.31116 -3.51991
H -1.33296 1.12187 -2.99034
H -1.79049 -0.17828 -2.07631
H 1.21648 1.77919 -2.90950
H 2.06929 0.32353 -2.67499
H 2.89075 2.15891 -1.38811
H 2.40822 0.76481 -0.38216
H 0.38165 1.72986 0.15804
H 2.72647 2.80751 1.32093
H 1.79688 1.45536 1.89045
H 1.10041 2.98013 3.45360
H -0.03778 3.34532 2.09463
H -0.32617 5.43830 3.15669
H 1.08167 6.53814 3.04693
H 0.95181 5.38239 4.36725
N -1.50056 -1.95886 2.48652
C -1.38542 -1.30061 1.34175
N -1.38781 -0.00818 1.49028
O -0.98461 -1.85800 0.39351
H -1.63942 -1.45580 3.35125
H -1.51706 -2.96664 2.42149
H -1.46655 0.30378 2.44766
H -1.21671 0.69765 0.78841
N -1.98304 -4.64090 -1.13830
C -1.61368 -5.66775 -1.78849
N -0.38786 -5.48505 -2.23502
O -2.19652 -6.69360 -1.76844
H -1.57319 -3.72436 -1.24819
H -2.64987 -4.76937 -0.39068
H -0.37136 -5.97637 -3.11730
H -0.00050 -4.55606 -2.15111
O 0.14431 -2.73702 -2.31135
H 0.69082 -2.18321 -2.86888
H -0.21198 -2.13890 -1.65444
```

And the Mulliken charges, in e, turn out to be: -1.09, -0.14, -0.59, -0.65, -0.38, -0.73, -0.43, -0.31, -0.73, 0.44, 0.35, 0.28, 0.38, 0.31, 0.36, 0.37, 0.10, 0.45, 0.41, 0.36, 0.30, 0.31, 0.25, 0.29, -0.46, 0.65, -0.31, -0.56, 0.14, 0.23, 0.15, 0.16, -0.30, 0.53, -0.46, -0.66, 0.24, 0.15, 0.23, 0.36, -0.70, 0.26, 0.39

# 4
Formula: C8H26B2KO4S2Sn2
Source: OMol25
Level of theory: ωB97M-V with the def2-TZVPD basis set

**Total charge**: +3
**Orbital gap**: 0.11588 hartree
**2S+1**: 1

XYZ file:
```
45
C8H26B2KO4S2Sn2, DFT ωB97M-V with the def2-TZVPD basis set
Sn -0.22722 2.14714 -1.19308
Sn -0.50715 -0.25945 3.03090
K 2.97889 -1.60106 -0.01163
B -1.56111 2.36249 1.75817
H -0.42734 1.96644 1.61776
H -2.26633 1.41134 2.00597
H -1.51686 3.05859 2.69843
H -1.85376 2.96011 0.76156
B -0.00708 -0.64238 0.11205
H -0.98639 0.02901 0.07708
H -0.18486 -1.63316 0.75305
H 0.39084 -0.80243 -0.97691
H 0.72458 0.04681 0.68771
C 0.01449 -3.95444 -2.02342
S -0.43283 -3.82436 -3.79303
O -1.71146 -4.56954 -3.88002
C -0.94679 -2.07847 -3.80090
H 0.75245 -3.26456 -1.59985
H 0.37759 -4.96631 -1.84292
H -0.88180 -3.83109 -1.41013
H -1.06232 -1.75940 -2.76005
H -1.90482 -1.84854 -4.25720
H -0.12208 -1.47775 -4.19004
C -4.41920 1.15106 -0.73340
S -3.72235 -0.03059 -1.93431
O -2.33990 0.51411 -2.28089
C -3.57985 -1.49372 -0.90254
H -3.88127 0.95867 0.19642
H -5.49144 0.99668 -0.63586
H -4.20632 2.17732 -1.02293
H -4.52472 -1.84590 -0.48891
H -2.94741 -1.19027 -0.06465
H -3.11002 -2.33279 -1.41325
O 1.81215 2.30530 1.11425
C 2.83026 2.09647 1.74064
O 3.05648 0.89677 2.31268
C 4.37365 0.87612 2.98030
C 5.07715 2.01359 2.27638
C 3.97504 3.05434 2.01006
H 4.80763 -0.08969 2.72359
H 4.31625 0.92148 4.06532
H 5.60919 1.73601 1.36914
H 5.79117 2.49245 2.94749
H 4.15110 3.63084 1.10608
H 3.78378 3.69277 2.87089
```

And the Mulliken charges, in e, turn out to be: 1.26, 1.18, 1.05, 0.97, -0.69, -0.25, -0.04, -0.28, 1.03, -0.54, -0.10, -0.06, -0.70, -0.63, 0.46, -0.57, -0.13, 0.01, 0.46, 0.22, -0.55, 0.37, 0.42, -0.68, 0.44, -0.53, -0.47, 0.05, 0.41, 0.33, 0.46, -0.15, 0.25, -0.46, 0.37, -0.39, -0.40, -0.51, -0.49, 0.28, 0.30, 0.28, 0.34, 0.33, 0.33

# 5
Formula: C8H26BrNO4
Source: OMol25
Level of theory: ωB97M-V with the def2-TZVPD basis set

**Orbital gap**: 0.18530 hartree
**2S+1**: 1
**ΔE to the lowest compared entry with this formula, charge and spin**: 2.0748 eV

XYZ file:
```
40
C8H26BrNO4, DFT ωB97M-V with the def2-TZVPD basis set
O -6.28809 0.28998 2.99479
H -7.09383 -0.22856 2.93558
H -6.45537 1.17901 2.67349
H -5.63618 -0.10550 2.41151
Br -3.83483 -2.09569 -0.03270
C -0.12373 3.73787 3.69023
C -0.39200 2.46195 2.85663
O -1.61433 2.52911 2.18152
H 0.81593 3.66820 4.23821
H -0.91034 3.80081 4.44214
H -0.09690 4.68987 3.16006
H -0.41788 1.55908 3.46676
H 0.43554 2.30790 2.16413
H -1.69786 1.76640 1.60455
C 2.23442 -2.80717 1.91778
C 1.47628 -4.10801 2.19364
O 0.38096 -3.76887 2.96336
H 2.71182 -2.57922 2.87079
H 1.56486 -1.97918 1.68491
H 2.97563 -2.99246 1.14037
H 2.13338 -4.85469 2.63951
H 1.11790 -4.51503 1.24813
H -0.34384 -3.67081 2.34155
C 0.18906 -0.50909 -4.83469
C 1.17702 -0.74865 -3.71098
C 1.34242 0.49655 -2.77340
O 1.71221 1.69885 -3.47241
C 2.09089 2.76956 -2.67177
N 0.80657 -1.95548 -2.96637
H 0.62485 0.26430 -5.46720
H -0.73746 -0.05183 -4.48747
H 0.07360 -1.36465 -5.50010
H 2.14118 -0.96500 -4.17109
H 2.05835 0.44447 -1.95314
H 0.41666 0.65458 -2.22015
H 2.27584 3.56415 -3.39462
H 3.00049 2.62493 -2.08884
H 1.30597 3.15711 -2.02230
H 0.02137 -1.74423 -2.36725
H 0.55961 -2.62069 -3.68512
```

And the Mulliken charges, in e, turn out to be: -0.43, 0.46, 0.45, 0.40, -0.87, -1.08, -0.12, -0.55, 0.34, 0.27, 0.30, 0.27, 0.24, 0.32, -0.86, -0.32, -0.52, 0.28, 0.23, 0.31, 0.26, 0.28, 0.33, -1.31, 0.45, -0.72, -0.30, -0.78, -0.65, 0.31, 0.29, 0.42, 0.17, 0.39, 0.32, 0.26, 0.32, 0.30, 0.26, 0.26

# 6
Formula: C8H26Cl4N3
Source: OMol25
Level of theory: ωB97M-V with the def2-TZVPD basis set

**Total charge**: -1
**Orbital gap**: 0.27382 hartree
**2S+1**: 1
**ΔE to the lowest compared entry with this formula, charge and spin**: 0.0000 eV

XYZ file:
```
41
C8H26Cl4N3, DFT ωB97M-V with the def2-TZVPD basis set
N -10.60993 -15.00385 -19.37273
H -9.95492 -15.11930 -18.58215
H -10.97881 -14.03227 -19.34339
H -11.30563 -15.77163 -19.33787
H -10.03462 -15.16080 -20.22887
N -9.73914 -12.03458 -16.84315
H -8.95646 -11.49934 -17.19955
H -10.05237 -11.61120 -15.96890
H -9.46999 -12.99417 -16.50280
H -10.53530 -12.08576 -17.51756
C -16.21465 -15.79688 -22.64853
C -14.72665 -16.09213 -22.51637
C -13.96383 -15.40874 -23.62329
N -12.47740 -15.69772 -23.58725
C -11.91270 -15.05336 -22.39440
C -11.80495 -15.14730 -24.81965
C -10.52799 -15.99883 -24.94596
C -10.71667 -17.20442 -24.03596
C -12.18994 -17.18612 -23.64654
H -16.38556 -14.72274 -22.81072
H -16.80276 -16.06903 -21.77653
H -16.68215 -16.21185 -23.54815
H -14.65913 -17.18327 -22.53084
H -14.37048 -15.84639 -21.51385
H -14.00291 -14.32116 -23.56583
H -14.34734 -15.73920 -24.59092
H -12.32552 -15.45266 -21.47292
H -12.10082 -13.98053 -22.37456
H -10.83226 -15.22223 -22.31713
H -11.61087 -14.09080 -24.67426
H -12.48212 -15.37600 -25.64084
H -9.64702 -15.39079 -24.73520
H -10.35131 -16.26414 -25.99317
H -10.11916 -17.03989 -23.13300
H -10.42230 -18.16839 -24.44375
H -12.41794 -17.57485 -22.65624
H -12.86210 -17.55312 -24.42300
Cl -11.81778 -12.11221 -19.28369
Cl -8.98362 -15.12203 -16.42790
Cl -8.78301 -15.50030 -22.02229
Cl -12.97364 -17.08940 -19.24197
```

And the Mulliken charges, in e, turn out to be: 0.31, 0.27, 0.12, 0.07, 0.13, -0.19, 0.37, 0.39, 0.10, 0.11, -1.53, 0.18, -0.86, 0.42, -0.29, -0.55, -0.56, -0.79, -0.60, 0.33, 0.41, 0.35, 0.23, 0.16, 0.43, 0.35, 0.04, 0.28, -0.34, 0.38, 0.39, 0.27, 0.39, 0.19, 0.48, 0.44, 0.43, -0.88, -0.84, -0.80, -0.80

> What is the 2S+1 in the third record?

1